Density functional theory data (ωB97M-V/def2-TZVPD) for a 2-piece molecular cluster, C6H11N3 overall.

As for the SMILES: CN/C=C/N.C=CC#N. The value obtained for the orbital gap is 6.945 eV. The calculation puts the energy relative to the best compared isomer or geometry (same formula, charge and spin) at 80.1 kcal/mol. The value obtained for the HOMO energy is -6.59 eV. For the total energy, the calculation gives -10867.3470 eV.

ORCA input file:
```
! wB97M-V def2-TZVPD RIJCOSX def2/J DEFGRID3
* xyz 0 1
C -2.7696 -1.4088 0.8539
N -1.7010 -1.1753 -0.0459
C -0.5924 -0.5984 0.5941
C 0.7215 -0.7865 0.2392
N 1.6446 -0.3725 1.1405
H -2.8848 -0.4052 1.2207
H -2.4982 -2.0860 1.6771
H -3.6504 -1.6214 0.1926
H -1.4934 -2.0532 -0.6268
H -0.9200 0.1205 1.4169
H 0.9895 -1.4773 -0.5410
H 1.3478 0.1848 1.8736
H 2.5954 -0.3354 0.8900
C 0.3070 1.9584 -1.5044
C 1.5314 1.4123 -1.4977
C 2.5734 1.6498 -0.6134
N 3.4977 1.9224 0.0156
H 0.0897 2.7591 -0.8191
H -0.4770 1.6523 -2.0981
H 1.6887 0.6606 -2.3680
*
```